(1)
The following is a quantum chemistry calculation of a molecular structure, C43H55BrI2N6O4RuSSi, from OMol25.

Values from the calculation:
E_HOMO (spin up / spin down) in eV: -9.79 / -9.78
<S²>: 0.76

```
! wB97M-V def2-TZVPD RIJCOSX def2/J DEFGRID3
* xyz 1 2
Ru 0.7729 -1.0635 0.9541
I 2.7674 -3.9005 7.6523
C 2.5922 -3.4679 5.6237
C 3.7082 -3.0914 4.8885
C 3.5688 -2.7494 3.5499
I 5.2618 -2.2298 2.4658
C 2.3225 -2.7483 2.9126
O 2.1647 -2.3228 1.6464
C 1.2598 -3.2430 3.6461
C -0.0144 -3.3625 2.9134
N -0.5636 -2.0146 2.6496
C -1.9329 -2.0763 2.1851
C -1.8889 -2.6019 0.8061
C -2.7971 -3.5126 0.3158
C -2.7415 -3.8553 -1.0256
C -1.7647 -3.2862 -1.8139
C -0.8469 -2.4298 -1.2325
N -0.9126 -2.0701 0.0524
C 1.3682 -3.5612 4.9954
H 4.6857 -3.0573 5.3514
H -0.7208 -3.9679 3.4881
H 0.1469 -3.8305 1.9411
H -0.5149 -1.4598 3.4962
H -2.3327 -1.0601 2.1625
H -2.5789 -2.6850 2.8202
H -3.5511 -3.9249 0.9726
H -3.4544 -4.5556 -1.4436
H -1.6904 -3.5047 -2.8692
H -0.0585 -1.9912 -1.8127
H 0.4974 -3.9039 5.5447
N 1.2336 -3.0225 -6.9445
C 1.5218 -3.1400 -5.6010
C 0.8531 -4.0769 -4.8082
C 1.0745 -4.1269 -3.4438
C 1.9674 -3.2463 -2.8539
C 2.6872 -2.3458 -3.6387
C 2.4637 -2.2936 -4.9981
S 2.1661 -3.2505 -1.1135
O 1.0768 -4.0103 -0.5651
O 3.5047 -3.6279 -0.8030
N 1.9010 -1.6149 -0.7108
C 3.0236 -0.8615 -0.4464
N 4.1732 -1.0026 -1.0964
C 5.1765 -0.2473 -0.6767
C 5.0501 0.6491 0.3774
C 3.8051 0.7484 0.9427
N 2.7651 0.0297 0.5045
H 0.7598 -3.7840 -7.3971
H 1.8814 -2.5182 -7.5234
H 0.1670 -4.7763 -5.2740
H 0.5789 -4.8681 -2.8302
H 3.4287 -1.7038 -3.1736
H 3.0289 -1.6013 -5.6127
H 6.1203 -0.3750 -1.1973
H 5.8760 1.2485 0.7299
H 3.6203 1.4439 1.7507
C 1.8393 0.1902 5.4940
C 1.3934 0.6767 4.1456
O 1.3279 -0.1391 3.2331
C 1.0762 2.1245 3.9959
C 1.3948 2.7893 2.8188
C 1.1870 4.1564 2.7159
C 0.5899 4.8477 3.7620
C 0.2193 4.1754 4.9204
C 0.4882 2.8217 5.0489
H 2.4388 -0.7081 5.3712
H 0.9592 -0.0722 6.0920
H 2.3919 0.9567 6.0346
H 1.8168 2.2306 1.9958
H 1.4924 4.6821 1.8211
H 0.4146 5.9134 3.6788
H -0.2636 4.7093 5.7287
H 0.2311 2.3066 5.9672
C -2.5521 4.8501 -1.8179
C -1.9650 3.9320 -0.7275
C -2.8323 4.0433 0.5383
C -0.5660 4.4502 -0.3515
Si -1.9518 2.1503 -1.3840
Br -0.5348 1.1288 0.2564
C -3.5979 1.2185 -1.1991
C -4.7134 2.0472 -1.8707
C -3.5363 -0.1531 -1.8793
C -3.9888 0.9628 0.2688
C -1.0275 1.9294 -3.0262
C 0.1867 2.8661 -3.1079
C -1.9971 2.2612 -4.1794
C -0.4926 0.5130 -3.2312
H -2.6376 5.8635 -1.4091
H -3.5490 4.5445 -2.1428
H -1.9118 4.9075 -2.6995
H -2.7577 5.0677 0.9202
H -2.4950 3.3680 1.3307
H -3.8867 3.8505 0.3402
H -0.6812 5.4176 0.1524
H 0.0736 4.6077 -1.2164
H -0.0545 3.7797 0.3352
H -4.5180 2.2333 -2.9300
H -4.8710 3.0104 -1.3826
H -5.6540 1.4896 -1.8016
H -3.3803 -0.0850 -2.9570
H -4.4918 -0.6664 -1.7195
H -2.7493 -0.7757 -1.4518
H -4.2448 1.8717 0.8070
H -3.1939 0.4581 0.8215
H -4.8726 0.3146 0.2807
H -0.0987 3.9168 -3.1576
H 0.7404 2.6349 -4.0247
H 0.8690 2.7278 -2.2647
H -2.4168 3.2676 -4.1047
H -2.8273 1.5544 -4.2368
H -1.4498 2.2015 -5.1266
H 0.2435 0.2520 -2.4686
H 0.0131 0.4633 -4.2040
H -1.2829 -0.2345 -3.2361
*
```

Mulliken population analysis, charges in e, atoms 1 to 5: Ru -0.006; I 0.104; C -0.659; C -0.533; C -0.221


(2)
The following is a quantum chemistry calculation of a molecular structure, C43H55Cl2CsN6STe, from OMol25.

Values from the calculation:
E_HOMO in eV: 0.17
Energy above the lowest of the compared OMol25 structures with the same formula, charge and spin in kJ/mol: 134.2

```
! wB97M-V def2-TZVPD RIJCOSX def2/J DEFGRID3
* xyz -2 1
Cs 0.4640 -0.4275 -0.7268
C 2.1830 -3.1261 -5.0420
C 2.6871 -1.9208 -4.2875
N 3.2141 -1.9894 -3.1257
N 3.4134 -3.2172 -2.6053
C 3.5116 -3.2405 -1.3105
N 3.8724 -4.4522 -0.7490
S 3.1463 -1.9558 -0.1995
C 2.5933 -0.5873 -4.9074
C 2.1211 -0.4384 -6.2173
C 2.0890 0.8128 -6.8031
C 2.5188 1.9099 -6.0770
C 2.9443 1.6767 -4.7764
N 2.9840 0.4854 -4.2004
H 2.3203 -4.0031 -4.4182
H 2.7336 -3.2695 -5.9761
H 1.1225 -3.0209 -5.2830
H 4.3710 -5.0700 -1.3738
H 4.2745 -4.3533 0.1685
H 1.7837 -1.3043 -6.7703
H 1.7321 0.9346 -7.8185
H 2.5124 2.9055 -6.4997
H 3.2628 2.5103 -4.1551
Cl 2.4113 2.4791 1.3192
C 2.9148 3.0228 -0.2828
Cl 4.4786 3.8614 -0.2581
H 2.1697 3.7119 -0.6524
H 3.0168 2.1538 -0.9237
C -5.7982 -1.3202 2.7839
C -4.6445 -0.3074 2.8345
C -5.1159 0.9922 3.4857
C -3.4278 -0.9404 3.4971
C -3.5514 -1.3888 4.8032
C -2.6292 -2.2615 5.3683
C -1.6426 -2.7729 4.5271
C -1.4631 -2.3419 3.2200
C -0.3493 -3.0290 2.4449
C -0.6351 -3.2045 0.9542
C 0.9899 -2.3129 2.6938
C -2.2514 -1.2551 2.7110
N -1.9336 -0.5933 1.5772
C -2.3060 0.7411 1.5360
C -2.5053 1.5962 0.4970
N -2.3183 1.4636 -0.8680
C -3.1116 2.2247 -1.6691
C -2.5794 2.9451 -2.7830
C -3.3883 3.7935 -3.5301
C -4.7386 3.9647 -3.2588
C -5.2976 3.2063 -2.2346
C -4.5377 2.3384 -1.4641
C -5.2279 1.3635 -0.5211
C -6.6531 1.7523 -0.1337
C -5.2159 -0.0335 -1.1565
C -1.1226 2.8512 -3.1867
C -0.7043 1.4186 -3.4921
C -0.1880 3.4702 -2.1367
H -6.6360 -0.9244 2.1965
H -6.1672 -1.5550 3.7878
H -5.4610 -2.2494 2.3184
H -4.3750 -0.0825 1.8063
H -5.3252 0.8503 4.5512
H -6.0323 1.3539 3.0058
H -4.3537 1.7670 3.3864
H -4.4179 -1.0846 5.3885
H -2.7120 -2.5914 6.3984
H -0.9720 -3.5406 4.9097
H -0.2669 -4.0376 2.8605
H -0.7697 -2.2334 0.4890
H 0.1913 -3.7404 0.4716
H -1.5565 -3.7738 0.8107
H 0.8548 -1.2294 2.6079
H 1.7550 -2.6335 1.9852
H 1.3526 -2.5299 3.7028
H -2.4685 1.2215 2.5086
H -2.8483 2.5890 0.8297
H -2.9384 4.3506 -4.3500
H -5.3464 4.6493 -3.8413
H -6.3662 3.2868 -2.0596
H -4.6472 1.2984 0.3963
H -7.3425 1.6568 -0.9801
H -6.6968 2.7806 0.2360
H -7.0097 1.0881 0.6588
H -5.7425 -0.0171 -2.1178
H -5.7008 -0.7686 -0.5038
H -4.1848 -0.3480 -1.3259
H -1.0148 3.4255 -4.1137
H -1.3870 0.9673 -4.2152
H -0.7464 0.8441 -2.5738
H 0.3101 1.3878 -3.8956
H -0.3719 2.9988 -1.1665
H -0.3771 4.5421 -2.0415
H 0.8597 3.3237 -2.4296
C 4.8880 -1.0430 2.5261
Te 5.2896 -0.1523 0.5996
C 6.4769 1.1271 1.9733
C 6.9565 0.2094 3.0509
C 8.1409 0.3772 3.7606
C 8.5124 -0.5252 4.7511
C 7.7030 -1.6167 5.0314
C 6.5240 -1.8008 4.3170
C 6.1410 -0.8959 3.3351
H 4.5750 -2.0758 2.3975
H 4.0604 -0.4931 2.9831
H 5.7626 1.8506 2.3806
H 7.2830 1.6850 1.4955
H 8.7800 1.2243 3.5337
H 9.4321 -0.3734 5.3044
H 7.9893 -2.3248 5.7998
H 5.8968 -2.6625 4.5209
*
```

Mulliken population analysis, charges in e, atoms 1 to 5: Cs 0.959; C -1.407; C 0.476; N 0.336; N -1.221


(3)
The following is a quantum chemistry calculation of a molecular structure, C43H55MnN7O3S2SeSi2Te, from OMol25.

Values from the calculation:
E_HOMO (spin up / spin down) in eV: -11.53 / -11.53
<S²>: 0.80
Energy above the lowest of the compared OMol25 structures with the same formula, charge and spin in kJ/mol: 116.1

```
! wB97M-V def2-TZVPD RIJCOSX def2/J DEFGRID3
* xyz 2 2
Mn -1.8275 -0.2248 -0.7526
N 0.1935 -3.0232 -3.2094
C 1.4243 -2.4690 -3.6459
C 1.9639 -2.8314 -4.8671
C 3.1583 -2.2593 -5.2849
C 3.7915 -1.3138 -4.4935
C 3.2284 -0.9385 -3.2803
C 2.0515 -1.5305 -2.8492
S 1.4200 -1.1328 -1.2467
N -0.2475 -1.5238 -1.4242
C -0.6041 -2.3896 -2.3074
C -2.0531 -2.6923 -2.3595
C -2.5599 -3.8588 -2.9101
C -3.9284 -4.0717 -2.8899
C -4.7369 -3.1030 -2.3243
C -4.1471 -1.9759 -1.7805
N -2.8292 -1.7625 -1.7808
H -0.2867 -3.5655 -3.9087
H 1.4614 -3.5640 -5.4879
H 3.5897 -2.5555 -6.2309
H 4.7249 -0.8719 -4.8140
H 3.7196 -0.2026 -2.6532
H -1.9013 -4.6128 -3.3183
H -4.3501 -4.9777 -3.3030
H -5.8112 -3.2134 -2.2907
H -4.7649 -1.2128 -1.3324
O -0.4606 -6.4532 3.8203
C -1.3462 -5.5358 4.2432
O -1.9034 -5.6499 5.2938
C -1.6153 -4.3685 3.3308
C -2.0794 -3.2007 3.9274
C -2.3764 -2.0964 3.1567
C -2.2394 -2.1604 1.7708
C -1.7542 -3.3104 1.1692
C -1.4520 -4.4158 1.9529
N -2.6670 -1.0693 0.9484
C -3.7687 -0.5237 1.2995
C -4.3370 0.5438 0.4863
C -5.5335 1.1604 0.8173
C -6.0551 2.1129 -0.0464
C -5.3692 2.3841 -1.2175
C -4.1788 1.7177 -1.4749
N -3.6512 0.8272 -0.6363
H 0.0334 -6.1442 3.0507
H -2.1954 -3.1793 5.0028
H -2.6937 -1.1776 3.6332
H -1.6419 -3.3535 0.0964
H -1.1263 -5.3267 1.4652
H -4.3344 -0.8781 2.1584
H -6.0506 0.8845 1.7272
H -6.9864 2.6134 0.1815
H -5.7475 3.0935 -1.9401
H -3.6353 1.8660 -2.4014
C 2.5924 -4.5165 2.3515
Si 2.9957 -2.9545 3.3152
C 1.8905 -2.7755 4.8089
C 4.7902 -3.0049 3.8292
C 2.7898 -1.5030 2.1192
Te 0.9355 -0.4284 2.0081
C 1.8578 1.4323 2.5771
Si 2.9094 2.3606 1.3062
C 1.9962 2.5261 -0.3318
C 4.5367 1.4902 1.0043
C 3.2513 4.0720 1.9934
H 2.6349 -5.3972 2.9967
H 3.3213 -4.6673 1.5520
H 1.6082 -4.4483 1.8788
H 2.0233 -3.6245 5.4839
H 0.8377 -2.7183 4.5291
H 2.1269 -1.8674 5.3686
H 4.9829 -3.8483 4.4954
H 5.0765 -2.0948 4.3608
H 5.4502 -3.1074 2.9651
H 3.0235 -1.8286 1.1023
H 3.5171 -0.7298 2.3710
H 2.4564 1.1681 3.4520
H 1.0540 2.0587 2.9631
H 2.2260 1.6910 -0.9938
H 2.2940 3.4560 -0.8252
H 0.9119 2.5191 -0.1971
H 4.3992 0.5260 0.5098
H 5.0964 1.3212 1.9264
H 5.1622 2.1064 0.3533
H 2.3402 4.6486 2.1739
H 3.8640 4.6453 1.2936
H 3.7960 4.0203 2.9384
C -2.0694 2.4237 2.8192
S -1.8946 2.7344 1.0637
C -0.6586 4.0227 1.1749
O -1.2043 1.5112 0.5018
H -2.2994 3.3592 3.3283
H -1.1376 1.9936 3.1901
H -2.8884 1.7226 2.9592
H -1.1409 4.9234 1.5544
H -0.2749 4.2021 0.1717
H 0.1519 3.7132 1.8291
C 1.5465 2.2974 -4.1471
N 0.5591 3.0282 -3.3696
C -0.5542 2.5262 -2.8188
Se -1.1965 0.7946 -3.0357
N -1.1571 3.5245 -2.1383
C -0.4207 4.7003 -2.2512
C -0.6105 5.9786 -1.7495
C 0.3593 6.9170 -2.0597
C 1.4724 6.5893 -2.8417
C 1.6536 5.3133 -3.3472
C 0.6799 4.3767 -3.0351
H 1.2519 1.2531 -4.1963
H 2.5157 2.3786 -3.6562
H 1.6049 2.7131 -5.1518
H -2.0390 3.4034 -1.6713
H -1.4764 6.2400 -1.1551
H 0.2521 7.9295 -1.6959
H 2.2031 7.3548 -3.0628
H 2.5101 5.0651 -3.9587
*
```

Mulliken population analysis, charges in e, atoms 1 to 5: Mn -0.374; N 0.046; C 0.036; C -0.816; C -0.655


| no. | electronic energy (Ha) | molecular weight (g mol⁻¹) |
| --- | --- | --- |
| 1 | -6252.891178 | 1214.89 |
| 2 | -3606.781851 | 1019.43 |
| 3 | -7476.050946 | 1099.76 |